No. 1
Formula: C8H15CdO9
Source: the OMol25 dataset
Level of theory: the ωB97M-V functional and the def2-TZVPD basis

```
33
Properties=species:S:1:pos:R:3:forces:R:3:lowdin_charge:R:1
Cd -0.2693 -0.6002 -0.1544 -1.61 -0.18 -3.04 1.310
C -0.0177 0.7069 3.9594 -0.41 -2.23 -4.27 0.073
C 0.0413 0.3290 2.5546 1.66 2.05 -0.03 -0.298
C 0.9037 1.2460 1.4943 0.18 0.40 0.86 -0.219
O 1.0243 0.9209 0.2850 0.53 1.57 3.34 -0.109
C 1.5534 2.4017 2.0212 -0.57 -1.19 -1.71 0.103
C 1.4271 2.6877 3.3431 2.34 4.51 3.00 -0.270
C 0.5701 1.8861 4.3053 0.24 2.18 4.79 -0.353
O 0.4059 2.2479 5.5171 0.91 0.15 -2.72 0.061
O 2.1122 3.7465 3.7242 -2.45 -3.39 -0.33 0.080
O -0.4286 -0.6439 1.9829 -1.05 -1.56 1.56 -0.093
H -0.5255 0.0845 4.6813 -0.03 0.10 -0.02 0.132
H 2.1283 3.1179 1.4528 0.05 -0.28 -0.41 0.149
C -1.1385 -2.1706 -3.9137 0.49 1.11 1.25 -0.100
C -0.4537 -0.7910 -3.5706 0.23 0.16 1.00 -0.404
O -0.2294 -0.3918 -2.2180 -0.59 -0.88 -1.65 -0.458
H -2.1250 -2.1330 -3.4516 -0.32 -0.13 -0.26 0.045
H -0.6303 -3.0216 -3.4605 0.28 0.01 -0.03 0.051
H -1.2063 -2.3268 -4.9903 -0.09 0.12 0.04 0.060
H -1.0782 -0.0099 -4.0043 -0.20 0.03 -0.46 0.085
H 0.5237 -0.7287 -4.0492 0.12 -0.25 -0.49 0.086
O 1.4006 -1.7590 0.0498 2.55 -2.04 0.41 -0.078
H 1.6059 -2.6223 -0.3092 0.01 -0.26 -0.42 0.083
H 1.9548 -1.6842 0.8266 0.24 0.15 0.34 0.075
O -1.9789 0.6998 -0.0153 -1.52 1.22 0.24 -0.074
H -1.9319 1.5772 -0.3950 0.17 0.30 -0.42 0.077
H -2.8378 0.6664 0.4060 -0.24 -0.17 0.28 0.074
O -1.5920 -2.2425 -0.1707 -1.37 -1.86 0.19 -0.086
H -1.7145 -2.8356 0.5705 0.06 -0.18 0.45 0.071
H -2.3801 -2.3562 -0.7019 -0.14 0.12 -0.52 0.071
O 1.9275 1.5731 -1.9983 0.74 0.64 -0.63 -0.081
H 1.2899 1.2194 -2.6184 -0.32 -0.37 -0.03 -0.003
H 1.6689 1.2065 -1.1527 0.12 0.15 -0.30 -0.062
```
Positions in Å, forces in eV/Å.

Computed properties:
Spin multiplicity: 2
Molecular weight in u: 367.61
Total charge: 0
HOMO-LUMO gap (alpha / beta) in eV: 6.755 / 4.688
HOMO level (alpha / beta) in Eh: -0.2959 / -0.2957

No. 2
Formula: C36H58BGeN6O2ReSSe
Source: the OMol25 dataset
Level of theory: the ωB97M-V functional and the def2-TZVPD basis

```
107
Properties=species:S:1:pos:R:3:forces:R:3:lowdin_charge:R:1
Re -0.2078 -0.0663 -0.1765 -0.09 -0.05 0.09 1.283
C 4.7111 1.4047 1.8243 0.02 0.01 0.00 0.000
C 3.8875 0.6734 0.8196 0.01 0.01 -0.03 -0.244
C 4.3140 -0.1165 -0.2183 0.00 -0.03 0.02 0.028
C 3.1732 -0.5524 -0.8981 0.01 0.07 0.05 -0.206
N 2.0772 -0.0573 -0.2707 -0.01 0.06 -0.05 0.010
N 2.5481 0.7044 0.7733 -0.06 -0.02 -0.07 0.027
B 1.6455 1.6129 1.6118 0.01 -0.03 0.03 -0.538
N 0.7295 0.7777 2.5178 -0.06 0.11 0.07 0.026
N -0.2715 -0.0170 2.0239 0.12 0.05 -0.06 -0.073
C -0.9319 -0.5366 3.1034 -0.01 -0.09 0.04 -0.184
C -0.3103 -0.0397 4.2514 0.02 -0.02 -0.04 0.022
C 0.7194 0.7804 3.8533 -0.07 -0.09 -0.01 -0.239
C 1.6681 1.5469 4.7105 -0.01 0.01 -0.01 0.005
C -2.0716 -1.5655 3.3155 -0.03 0.08 0.02 -0.508
C -1.4200 -2.8418 3.8851 0.00 0.03 -0.02 -0.037
C -3.0198 -0.9886 4.3907 0.02 0.01 -0.05 -0.044
C -3.0019 -1.9771 2.1722 -0.06 0.04 -0.09 -0.131
N 0.8232 2.5407 0.7113 0.05 0.06 0.03 0.033
N 0.0285 2.0884 -0.3107 0.00 -0.36 0.04 -0.017
C -0.4610 3.1753 -0.9435 -0.10 0.11 -0.11 -0.187
C 0.0129 4.3134 -0.2896 0.04 -0.03 0.00 0.041
C 0.8180 3.8807 0.7380 -0.03 0.00 0.02 -0.238
C 1.5738 4.6993 1.7279 0.01 0.01 0.00 0.000
C -1.3841 3.2857 -2.1472 -0.02 -0.02 0.01 -0.526
C -2.7796 3.6669 -1.6300 -0.04 -0.03 0.00 -0.030
C -0.8502 4.4040 -3.0608 -0.02 -0.05 0.03 -0.041
C -1.4929 2.0299 -3.0000 -0.04 0.04 -0.02 -0.046
C 3.3336 -1.4225 -2.1372 0.00 0.03 0.00 -0.526
C 4.3270 -0.7143 -3.0790 -0.07 -0.03 0.01 -0.035
C 3.9359 -2.7692 -1.7115 0.02 -0.06 0.05 -0.033
C 2.0615 -1.6837 -2.9144 -0.15 0.15 0.00 -0.054
H 5.7584 1.1490 1.6791 0.00 0.00 0.00 0.090
H 4.4326 1.1416 2.8440 0.00 -0.01 0.00 0.077
H 4.6060 2.4843 1.7168 0.00 0.00 0.00 0.088
H 5.3358 -0.3384 -0.4681 0.02 -0.01 0.00 0.121
H 2.3281 2.2792 2.3152 0.02 0.03 0.00 0.111
H -0.5646 -0.2597 5.2700 -0.05 -0.02 0.06 0.119
H 1.4777 1.3057 5.7539 0.00 0.01 0.00 0.091
H 1.5433 2.6216 4.5800 0.00 0.01 -0.01 0.086
H 2.7045 1.3019 4.4838 0.01 -0.01 0.00 0.078
H -0.7876 -2.6251 4.7452 0.00 0.01 0.00 0.087
H -0.8146 -3.3475 3.1319 0.03 -0.03 -0.01 0.047
H -2.2021 -3.5328 4.2034 0.00 0.00 0.00 0.095
H -2.5513 -0.8674 5.3630 0.07 0.01 0.05 0.076
H -3.8563 -1.6761 4.5203 -0.01 0.00 0.00 0.093
H -3.4204 -0.0241 4.0765 0.00 0.01 0.00 0.099
H -2.4910 -2.3188 1.2778 -0.15 0.04 0.11 -0.027
H -3.6802 -1.1711 1.8993 0.03 -0.04 0.04 0.045
H -3.6090 -2.8055 2.5426 0.00 -0.02 0.00 0.094
H -0.2016 5.3364 -0.5382 0.02 0.01 0.00 0.120
H 1.3764 5.7527 1.5425 0.00 0.00 0.00 0.090
H 2.6479 4.5332 1.6477 0.00 0.00 0.00 0.086
H 1.2736 4.4694 2.7499 0.00 -0.01 0.00 0.084
H -2.7625 4.6100 -1.0830 0.03 0.02 0.01 0.089
H -3.1705 2.8925 -0.9670 0.00 0.02 -0.02 0.060
H -3.4648 3.7738 -2.4726 0.00 0.01 -0.01 0.094
H -0.7901 5.3676 -2.5598 -0.03 0.03 0.01 0.074
H -1.5230 4.5154 -3.9117 0.00 0.00 0.00 0.092
H 0.1412 4.1535 -3.4419 0.00 0.00 0.01 0.097
H -1.9975 1.2297 -2.4673 0.00 0.15 -0.05 0.030
H -0.5140 1.6853 -3.3337 -0.02 -0.03 0.01 0.097
H -2.0865 2.2614 -3.8856 -0.01 0.03 0.00 0.103
H 5.3250 -0.6300 -2.6512 0.00 -0.01 0.02 0.079
H 3.9744 0.2868 -3.3302 0.00 0.00 0.00 0.097
H 4.4081 -1.2877 -4.0033 0.00 0.00 -0.01 0.093
H 4.8355 -2.6431 -1.1086 0.01 -0.01 0.00 0.088
H 4.1986 -3.3450 -2.6000 0.00 -0.01 0.00 0.096
H 3.2212 -3.3606 -1.1325 0.06 0.02 -0.03 0.061
H 1.6756 -0.7792 -3.3827 0.00 -0.06 0.05 0.091
H 1.2772 -2.0889 -2.2824 0.10 0.10 -0.09 0.024
H 2.2612 -2.4093 -3.7039 0.01 0.00 -0.03 0.107
O -0.8037 -1.6024 -3.8826 0.01 0.09 -0.06 0.113
C -1.2331 -1.1221 -2.8646 0.08 -0.04 0.15 -0.567
O -0.4231 -0.4215 -2.0603 0.15 -0.28 -0.10 -0.324
C -2.6682 -1.2924 -2.4707 0.03 0.01 0.01 -0.155
C -3.4534 -1.9987 -3.3857 -0.03 -0.05 0.01 -0.009
C -4.8029 -2.1990 -3.1731 0.01 0.00 0.01 -0.057
C -5.3968 -1.6865 -2.0256 0.01 0.00 -0.01 -0.056
C -4.6380 -0.9838 -1.1095 -0.01 -0.04 -0.04 -0.108
C -3.2712 -0.7794 -1.3181 0.02 0.00 0.01 -0.519
S -2.4963 0.1580 -0.0445 0.06 0.22 0.04 0.735
H -2.9688 -2.3761 -4.2752 0.00 0.00 -0.01 0.125
H -5.3917 -2.7413 -3.8999 0.00 -0.01 0.00 0.112
H -6.4541 -1.8296 -1.8460 0.00 0.00 0.00 0.114
H -5.0987 -0.5787 -0.2176 0.00 0.00 0.01 0.103
C -2.7788 -5.1512 -0.6187 0.00 0.00 -0.02 -0.192
Ge -0.8769 -5.5518 -0.7442 0.00 0.02 0.01 0.763
C -0.2188 -6.2750 0.9449 0.01 0.00 0.00 -0.210
C -0.4358 -6.7059 -2.2458 0.00 -0.01 -0.01 -0.207
C 0.0268 -3.8168 -1.1015 0.03 0.01 -0.10 -0.505
Se -0.1633 -2.6045 0.4074 0.14 -0.08 -0.09 0.968
C 1.5508 -2.8505 1.2761 0.06 0.03 -0.02 -0.289
H -3.3523 -6.0632 -0.4543 0.00 -0.01 0.00 0.030
H -3.1402 -4.6797 -1.5336 0.00 0.02 -0.01 0.019
H -2.9698 -4.4781 0.2174 -0.03 0.03 0.02 0.006
H -0.7527 -7.1972 1.1748 0.01 -0.01 0.00 0.028
H -0.3939 -5.5811 1.7685 0.00 0.02 0.01 0.004
H 0.8453 -6.5071 0.8957 0.01 0.01 0.00 0.026
H -0.9293 -7.6718 -2.1410 0.00 -0.01 0.00 0.026
H 0.6397 -6.8755 -2.2931 0.01 -0.01 -0.01 0.025
H -0.7575 -6.2572 -3.1852 0.00 0.01 -0.01 0.026
H -0.4533 -3.3345 -1.9551 0.04 -0.07 0.03 0.014
H 1.0880 -3.9161 -1.3328 -0.11 -0.02 0.06 0.018
H 1.6550 -3.9129 1.4835 0.00 -0.01 0.01 0.038
H 1.5080 -2.2899 2.2081 0.01 0.01 0.00 0.034
H 2.3595 -2.4858 0.6476 -0.08 -0.03 0.07 0.010
```
Positions in Å, forces in eV/Å.

Computed properties:
Spin multiplicity: 4
Molecular weight in u: 987.56
Total charge: +1
HOMO-LUMO gap (alpha / beta) in eV: 8.488 / 6.955
HOMO level (alpha / beta) in Eh: -0.3813 / -0.3996
Energy above the lowest of the compared OMol25 structures with the same formula, charge and spin in kcal/mol: 0.0

No. 3
Formula: CH2N3O3
Source: the OMol25 dataset
Level of theory: the ωB97M-V functional and the def2-TZVPD basis

```
9
Properties=species:S:1:pos:R:3:forces:R:3:lowdin_charge:R:1
C 0.6393 -0.8454 0.2356 -0.73 0.62 -0.52 -0.648
N 2.2005 1.6771 0.8813 -0.34 0.07 -0.44 0.229
N -0.3533 -0.2693 0.5519 0.32 -0.37 0.05 0.014
N 1.9776 1.6140 -0.2137 0.95 0.11 2.09 -0.337
O -2.9552 -0.6264 -0.2011 2.49 1.56 0.07 -0.259
O 1.6650 -1.3331 -0.1776 0.19 -0.30 0.34 -0.069
O 1.8455 1.5583 -1.3660 -0.51 -0.01 -1.66 0.086
H -3.1415 -1.4474 0.2458 0.36 -0.25 0.30 -0.043
H -1.8779 -0.3277 0.0438 -2.73 -1.44 -0.24 0.027
```
Positions in Å, forces in eV/Å.

Computed properties:
Molecular weight in u: 104.05
Total charge: -1
HOMO-LUMO gap in eV: 8.722
HOMO level in Eh: -0.1710
Energy above the lowest of the compared OMol25 structures with the same formula, charge and spin in kcal/mol: 16.6